{"formula": "C24H60BrN3O3", "method": "ωB97M-V/def2-TZVPD", "relative_energy_ev": 2.377, "fmax_ha_per_bohr": 0.05844, "orbital_gap_ev": 8.79, "multiplicity": 1, "homo_energy_ev": -12.693, "total_charge": 2, "energy_ev": -106499.810, "elements": ["Br", "C", "C", "N", "C", "C", "C", "C", "C", "O", "C", "H", "H", "H", "H", "H", "H", "H", "H", "H", "H", "H", "H", "H", "H", "H", "H", "H", "H", "H", "H", "C", "C", "N", "C", "C", "C", "C", "C", "O", "C", "H", "H", "H", "H", "H", "H", "H", "H", "H", "H", "H", "H", "H", "H", "H", "H", "H", "H", "H", "H", "C", "C", "N", "C", "C", "C", "C", "C", "O", "C", "H", "H", "H", "H", "H", "H", "H", "H", "H", "H", "H", "H", "H", "H", "H", "H", "H", "H", "H", "H"], "coordinates": [[-7.52355, -11.19072, -3.45159], [-10.18044, -11.73357, -0.95280], [-10.42265, -13.19142, -0.51296], [-9.61123, -14.31644, -1.06042], [-8.07804, -14.14907, -0.65719], [-10.19365, -15.67392, -0.45839], [-10.54148, -15.75980, 1.05576], [-9.82952, -14.16338, -2.61214], [-9.47527, -15.44008, -3.41614], [-8.11118, -15.87393, -3.11715], [-7.80796, -17.21155, -3.54969], [-10.80028, -10.98590, -0.45793], [-10.46056, -11.63307, -2.00138], [-9.18362, -11.33933, -0.75522], [-11.45987, -13.50286, -0.63651], [-10.27422, -13.21587, 0.56661], [-7.67011, -15.14996, -0.79825], [-8.05507, -13.78639, 0.37044], [-7.76233, -13.33100, -1.30464], [-9.43256, -16.43297, -0.63929], [-10.97316, -15.93003, -1.17594], [-10.95057, -16.74272, 1.28945], [-11.31232, -15.13864, 1.51190], [-9.62076, -15.57352, 1.60865], [-9.33298, -13.29746, -3.05002], [-10.90205, -14.18591, -2.80524], [-9.55699, -15.24671, -4.48575], [-10.09728, -16.30477, -3.18480], [-8.50782, -17.90300, -3.08042], [-6.80771, -17.48540, -3.21412], [-7.87220, -17.22882, -4.63765], [-6.55871, -8.58035, -6.24349], [-7.60704, -9.45485, -6.95228], [-8.71672, -8.58150, -7.65195], [-8.21444, -7.70518, -8.80529], [-9.69108, -9.62972, -8.33782], [-11.00696, -9.07788, -8.89834], [-9.45503, -7.64771, -6.67233], [-10.09509, -8.29128, -5.44493], [-11.01072, -9.34253, -5.61053], [-11.28013, -10.12745, -4.43899], [-6.95401, -8.19708, -5.30277], [-6.11592, -7.74274, -6.78242], [-5.77079, -9.26399, -5.92743], [-8.17096, -10.14314, -6.32271], [-7.12816, -10.02378, -7.74921], [-7.55963, -6.96792, -8.34075], [-9.05745, -7.20236, -9.27922], [-7.71452, -8.28964, -9.57768], [-9.89110, -10.41136, -7.60493], [-9.21310, -9.98800, -9.24955], [-11.70706, -8.82795, -8.10115], [-11.57453, -9.78725, -9.50064], [-10.85204, -8.27779, -9.62218], [-10.22499, -7.12020, -7.23535], [-8.73730, -6.91930, -6.29499], [-10.67501, -7.47205, -5.01991], [-9.38798, -8.53816, -4.65301], [-11.78133, -11.03315, -4.78044], [-11.91591, -9.54312, -3.77382], [-10.35313, -10.31530, -3.89725], [-8.01419, -13.56031, -6.40921], [-6.83108, -14.42109, -6.89465], [-5.41342, -14.03668, -6.21355], [-4.34707, -14.80998, -6.96407], [-5.03703, -12.53929, -6.33749], [-5.03182, -11.95583, -7.79054], [-5.52628, -14.61045, -4.78514], [-4.49979, -13.99502, -3.82132], [-3.18016, -14.21902, -4.38689], [-2.20327, -13.35192, -3.83528], [-8.04570, -12.53034, -6.76458], [-8.13037, -13.47195, -5.32903], [-8.88558, -14.03361, -6.86172], [-6.66404, -14.31095, -7.96613], [-7.06790, -15.46055, -6.66760], [-4.32757, -15.78929, -6.48589], [-3.37279, -14.34246, -6.82160], [-4.62332, -14.85348, -8.01759], [-4.15256, -12.38491, -5.71943], [-5.85577, -12.10517, -5.76366], [-4.35021, -12.53210, -8.41617], [-4.70329, -10.91759, -7.74323], [-6.04040, -11.95643, -8.20392], [-5.41000, -15.69257, -4.84510], [-6.54682, -14.46010, -4.43302], [-4.68532, -14.53488, -2.89276], [-4.73520, -12.93564, -3.71949], [-1.18583, -13.64792, -4.09078], [-2.35317, -13.44606, -2.75975], [-2.30329, -12.30735, -4.13019]], "atomic_forces_ev_per_a": [[-0.01, -0.29, -0.34], [-0.06, -0.32, -0.75], [-0.55, 0.90, 2.00], [0.65, 0.35, -0.31], [-2.40, 0.14, -0.62], [0.13, 0.43, -0.74], [0.16, 0.58, -0.43], [0.18, -3.00, -0.11], [2.07, -0.69, 0.91], [-0.36, 0.45, 0.04], [-0.50, 0.83, 0.19], [-0.50, -0.67, 0.51], [0.51, 0.19, -0.08], [0.22, -0.48, -0.42], [-0.08, 0.23, -0.30], [0.09, -0.14, 0.07], [0.43, 0.59, -0.12], [-0.06, -0.33, 0.02], [0.64, -0.38, -0.15], [0.24, 0.26, -0.06], [-0.50, 0.14, 0.51], [0.58, -0.34, -0.34], [0.03, 0.60, -0.71], [-0.07, -0.30, 0.20], [0.16, 0.21, 0.68], [-0.22, 0.85, 0.51], [-0.19, 0.23, -0.09], [-0.47, 0.19, 0.09], [-0.13, -0.22, -0.25], [-0.01, 0.29, -0.05], [0.00, -0.45, -0.10], [-0.58, -0.75, 0.83], [-0.28, 1.90, -0.95], [-0.97, -0.92, -1.24], [0.11, -0.11, 1.08], [-0.55, 0.58, -0.32], [-0.32, 0.36, 0.55], [-0.19, -1.24, -0.20], [-0.49, 0.39, 1.30], [0.32, -0.79, -1.26], [0.26, 1.05, -0.20], [-0.08, 0.04, -0.01], [-0.17, -0.30, -0.41], [0.16, 0.09, -0.06], [0.31, 0.23, 0.42], [-0.24, 0.07, -0.18], [0.08, -0.01, -0.40], [0.01, -0.05, 0.32], [0.15, -0.15, 0.38], [0.20, 0.12, -0.12], [0.84, -0.28, 0.55], [0.13, 0.47, -0.06], [0.51, -0.65, 0.14], [0.00, 0.34, 0.37], [0.20, -0.14, -0.24], [0.05, -0.06, -0.15], [0.09, 0.55, 0.15], [0.54, -0.26, -0.21], [0.09, 0.09, 0.15], [-0.32, -0.13, 0.08], [0.16, -0.39, -0.12], [0.24, -0.09, -0.49], [0.84, 1.70, 0.74], [-0.59, -1.24, -1.24], [-0.32, -0.24, 0.43], [-2.03, -0.13, 0.48], [0.23, -0.98, 1.31], [0.52, 1.05, -0.03], [-0.03, -0.65, -1.53], [-1.17, 0.14, -0.14], [-0.10, -0.17, 1.05], [0.46, -0.01, -0.18], [0.10, -0.27, 0.00], [-0.21, -0.08, 0.22], [-0.09, -0.03, 0.10], [0.62, -0.04, 0.10], [0.20, -0.07, -0.60], [-0.25, -0.03, 0.01], [0.15, -0.11, 0.14], [0.22, -0.19, -0.62], [0.01, 0.61, 0.05], [-0.08, 0.26, -0.19], [0.16, -0.11, 0.07], [0.07, -0.20, -0.08], [0.25, 0.09, -0.31], [0.21, 0.42, 0.15], [0.49, 0.21, 0.39], [0.18, 0.10, 0.34], [-0.29, -0.42, -0.15], [0.57, 0.45, 0.24], [-0.38, 0.13, -0.13]]}